Model A:
Here is a cluster of 8 separate species, C8H32O8 in total from the Open Molecules 2025 dataset. Energies are from the ωB97M-V functional and the def2-TZVPD basis.

Values from the calculation:
LUMO = 0.43 eV
multiplicity = 1
orbital gap = 9.64 eV
SMILES string = CO.CO.CO.CO.CO.CO.CO.CO

Cartesian coordinates (Å):
C (-0.98, 3.72, -0.23)
O (0.07, 4.57, -0.57)
H (-1.14, 3.70, 0.85)
H (-1.88, 4.01, -0.78)
H (-0.80, 2.72, -0.62)
H (-0.37, 5.36, -0.87)
C (-0.04, 0.59, -0.10)
O (-1.25, -0.08, -0.33)
H (-0.02, 1.62, -0.45)
H (0.27, 0.54, 0.95)
H (0.81, 0.05, -0.53)
H (-1.34, -0.87, 0.21)
C (-0.05, -1.84, -2.20)
O (-0.63, -0.63, -2.74)
H (0.46, -1.83, -1.24)
H (-0.70, -2.71, -2.27)
H (0.74, -2.05, -2.92)
H (-1.22, -0.34, -2.05)
C (2.28, 1.55, 0.95)
O (3.09, 2.57, 1.48)
H (1.95, 0.78, 1.66)
H (1.34, 1.94, 0.56)
H (2.93, 1.22, 0.14)
H (4.01, 2.30, 1.45)
C (3.03, -0.20, -1.55)
O (3.22, 1.24, -1.41)
H (3.99, -0.70, -1.43)
H (2.31, -0.62, -0.86)
H (2.71, -0.44, -2.57)
H (3.88, 1.61, -2.00)
C (1.04, -1.58, 2.51)
O (2.36, -1.65, 2.93)
H (0.93, -1.22, 1.49)
H (0.51, -2.51, 2.69)
H (0.55, -0.89, 3.21)
H (2.85, -2.27, 2.39)
C (-3.78, -0.33, -0.17)
O (-4.29, -0.88, 1.08)
H (-4.55, 0.25, -0.67)
H (-2.91, 0.28, 0.07)
H (-3.42, -1.12, -0.83)
H (-4.68, -0.12, 1.51)
C (-2.02, -2.59, 0.20)
O (-1.37, -2.16, 1.34)
H (-1.30, -3.34, -0.14)
H (-2.98, -3.08, 0.32)
H (-2.14, -1.84, -0.59)
H (-1.45, -2.69, 2.13)

---

Model B:
Here is a cluster of 8 separate species, C8H32O8 in total from the Open Molecules 2025 dataset. Energies are from the ωB97M-V functional and the def2-TZVPD basis.

Values from the calculation:
LUMO = 0.30 eV
multiplicity = 1
orbital gap = 10.35 eV
SMILES string = CO.CO.CO.CO.CO.CO.CO.CO

Cartesian coordinates (Å):
C (-0.25, 2.17, -5.19)
O (-0.34, 1.70, -3.93)
H (-0.58, 3.21, -5.17)
H (0.82, 2.20, -5.38)
H (-0.67, 1.51, -5.95)
H (0.26, 0.97, -3.83)
C (-1.01, 5.39, 5.12)
O (0.12, 4.89, 5.71)
H (-1.12, 6.47, 5.20)
H (-0.96, 5.17, 4.06)
H (-1.92, 5.04, 5.62)
H (-0.05, 4.65, 6.62)
C (5.52, -2.19, 1.40)
O (6.80, -2.22, 2.05)
H (5.53, -2.98, 0.66)
H (4.66, -2.26, 2.06)
H (5.61, -1.35, 0.71)
H (6.71, -2.74, 2.86)
C (-4.38, 4.15, -1.83)
O (-3.50, 3.52, -0.93)
H (-4.70, 3.34, -2.49)
H (-5.25, 4.49, -1.26)
H (-4.05, 4.97, -2.46)
H (-2.73, 3.26, -1.44)
C (-4.12, -2.63, -1.86)
O (-3.89, -3.86, -1.12)
H (-3.89, -1.78, -1.22)
H (-3.51, -2.54, -2.76)
H (-5.15, -2.61, -2.23)
H (-4.52, -3.89, -0.39)
C (-0.37, -4.67, 2.90)
O (0.71, -4.03, 3.70)
H (-0.37, -4.25, 1.89)
H (-0.10, -5.72, 2.79)
H (-1.36, -4.52, 3.34)
H (0.57, -3.09, 3.80)
C (3.26, -2.19, -4.09)
O (1.97, -2.08, -3.45)
H (3.91, -2.80, -3.47)
H (3.14, -2.69, -5.05)
H (3.69, -1.19, -4.10)
H (1.49, -2.91, -3.49)
C (0.69, 0.60, 1.71)
O (0.74, 0.36, 3.13)
H (-0.32, 0.98, 1.54)
H (1.44, 1.34, 1.45)
H (0.91, -0.35, 1.21)
H (0.57, 1.19, 3.57)

---

Verdict on stability: model B comes out on top.